Density functional theory data (ωB97M-V with the def2-TZVPD basis set) for a molecular structure, C32H40Br75F3O2P.

Total charge: +1
LUMO level (eV): -2.66
Gap between HOMO and LUMO (eV): 8.33

Each line ends with the Mulliken charge.
Cartesian coordinates (Å):
C -0.127950 -4.561891 1.455391  -0.81
C 0.223949 -3.355390 0.495205  -0.49
C 1.765166 -3.125064 0.358326  1.35
P 2.591447 -4.087136 -0.988901  0.19
C 1.665479 -3.788120 -2.573462  -0.27
C 1.336259 -5.080667 -3.400171  -0.58
C 0.030326 -5.784221 -2.922231  0.71
F -0.066442 -5.842271 -1.562857  -0.15
F 0.028352 -7.029744 -3.441200  -0.29
F -1.075446 -5.133721 -3.356844  -0.24
C 2.880870 -5.885606 -0.597757  -0.33
O 2.759068 -6.233852 0.784243  -0.31
O 3.576480 -5.425089 1.585247  -0.21
H 0.321178 -4.312856 2.441585  0.20
H 0.304785 -5.487476 1.019589  0.14
H -1.241765 -4.595793 1.542143  0.28
H -0.320312 -3.458699 -0.466567  0.04
H -0.208901 -2.455448 1.000913  0.46
H 2.241679 -3.252018 1.357731  -0.04
H 1.906688 -2.041421 0.104605  -0.93
H 3.881595 -3.502218 -1.157999  0.18
H 0.711006 -3.270714 -2.326908  0.28
H 2.242532 -3.082059 -3.217250  0.52
H 1.099491 -4.739548 -4.435677  -0.06
H 2.172100 -5.803817 -3.502955  0.27
H 2.237536 -6.591833 -1.165706  0.19
H 3.930153 -6.118642 -0.901398  0.36
H 2.956165 -5.089951 2.270713  0.22
C 4.663341 -2.898729 4.636979  -0.41
Br 2.805825 -3.098552 4.109374  -0.03
Br 4.842164 -2.678724 6.544866  -0.01
Br 5.754152 -4.348545 3.971066  0.07
H 5.026860 -1.987466 4.175752  0.42
C 1.940308 -2.832347 -7.117688  -0.33
Br 3.161443 -3.859548 -6.017700  -0.05
Br 0.127734 -2.931574 -6.453434  0.02
Br 2.542231 -1.010531 -7.333110  0.07
H 1.937046 -3.285147 -8.103179  0.37
C 2.743810 1.191061 -0.054885  -0.43
Br 2.889932 0.624672 1.786791  0.00
Br 3.941711 2.647303 -0.463504  -0.03
Br 2.984987 -0.291311 -1.277002  -0.06
H 1.732788 1.557584 -0.197362  0.42
C 7.288938 -6.797592 0.907405  -0.35
Br 7.962262 -6.292703 2.642840  -0.10
Br 5.368768 -6.610123 0.812600  0.28
Br 8.151968 -5.821888 -0.522635  0.04
H 7.520943 -7.847702 0.767392  0.38
C -4.615364 -3.259293 0.879385  -0.19
Br -3.581096 -4.238415 -0.424001  0.05
Br -3.474280 -2.430956 2.201690  -0.10
Br -5.795838 -1.983405 0.039280  0.06
H -5.241503 -3.975572 1.399481  0.20
C -3.951063 1.731016 0.499611  -0.27
Br -2.264234 1.061137 1.163796  0.05
Br -5.320684 1.694544 1.863163  -0.03
Br -3.762641 3.484329 -0.285791  0.01
H -4.271377 1.060924 -0.290377  0.26
C -7.768983 -5.637361 -1.196616  0.34
Br -9.624806 -5.652710 -1.727746  -0.02
Br -7.578668 -5.456048 0.720538  -0.02
Br -6.814130 -7.176530 -1.869381  -0.01
H -7.316902 -4.761368 -1.645795  -0.32
C -6.579453 5.722163 2.562726  0.02
Br -5.851917 6.169875 4.296318  0.04
Br -8.485778 6.036217 2.483880  -0.01
Br -5.644608 6.621270 1.134981  0.02
H -6.427652 4.657888 2.420052  -0.01
C 6.706673 0.255541 -7.846121  -0.36
Br 6.524879 -1.387952 -6.839569  0.03
Br 5.723646 0.197306 -9.511642  -0.02
Br 6.230705 1.799768 -6.786970  0.00
H 7.755186 0.355275 -8.101141  0.34
C -0.520277 1.217386 -5.027734  -0.44
Br 0.703984 0.178355 -3.949813  0.18
Br -2.330091 1.120734 -4.359069  0.00
Br 0.084217 3.039572 -5.210058  0.01
H -0.523962 0.775948 -6.018629  0.31
C 2.910137 6.239234 0.789704  0.28
Br 3.575515 6.660541 2.553988  -0.04
Br 0.994529 6.469566 0.669911  0.12
Br 3.836494 7.232837 -0.585068  -0.03
H 3.114454 5.189772 0.615910  -0.28
C 6.938963 -7.706160 -3.906105  -0.15
Br 6.148051 -9.454818 -4.112563  -0.02
Br 8.483645 -7.477243 -5.046062  -0.02
Br 5.634440 -6.292715 -4.173587  0.12
H 7.282590 -7.630498 -2.880101  0.08
C -9.236954 -2.011615 -3.955937  -0.32
Br -7.548158 -2.667591 -3.281690  0.03
Br -10.626989 -2.077984 -2.615546  -0.01
Br -9.062437 -0.246860 -4.720528  -0.03
H -9.536554 -2.677427 -4.756950  0.35
C -1.859973 -2.640234 -10.410104  -0.34
Br -2.822521 -1.007206 -10.042312  0.00
Br 0.056093 -2.379877 -10.313032  0.00
Br -2.451828 -4.093163 -9.278929  -0.03
H -2.088289 -2.921420 -11.431510  0.36
C -2.587119 8.380107 4.551578  -0.28
Br -1.694592 7.383291 3.154916  0.02
Br -1.330130 9.137076 5.807107  0.00
Br -3.775635 9.719675 3.829843  0.05
H -3.200019 7.675239 5.101419  0.19
C -11.512361 4.919602 5.156708  0.07
Br -12.427383 3.226725 4.982193  0.01
Br -12.747635 6.403068 5.195548  -0.01
Br -10.320230 4.938668 6.678300  -0.01
H -10.897951 5.040102 4.271775  -0.04
C 0.891489 7.478887 -4.036449  -0.33
Br 1.920315 9.079494 -3.704424  -0.03
Br 1.801155 5.896793 -3.398020  0.01
Br -0.897526 7.611518 -3.319274  0.00
H 0.796859 7.378999 -5.111235  0.34
C 10.611800 -2.752675 -1.785354  -0.30
Br 9.301662 -1.729979 -0.797251  -0.01
Br 9.778878 -4.078450 -2.920049  -0.01
Br 11.811640 -1.616211 -2.778968  -0.03
H 11.211004 -3.289097 -1.057749  0.32
C -11.512451 -0.316009 6.202207  -0.21
Br -11.066339 -1.133306 4.508849  -0.04
Br -12.001914 -1.626674 7.531918  -0.03
Br -10.099553 0.841806 6.833619  0.04
H -12.384564 0.306338 6.034822  0.21
C 15.475691 -4.154766 -2.835917  -0.29
Br 15.730463 -2.539751 -3.867891  0.01
Br 14.720535 -3.785127 -1.094577  0.01
Br 14.436435 -5.466754 -3.801406  -0.03
H 16.457098 -4.584597 -2.670422  0.30
C -11.656187 3.028027 9.866906  0.10
Br -12.566290 1.327142 9.770151  0.01
Br -12.898139 4.507813 9.858543  0.00
Br -10.448892 3.111156 11.373629  -0.02
H -11.052399 3.115144 8.969735  -0.11
C -9.475668 9.226774 0.272418  -0.33
Br -8.507612 8.238780 -1.074026  -0.01
Br -8.262429 10.008547 1.554049  0.06
Br -10.667198 10.536566 -0.499656  -0.04
H -10.091290 8.514946 0.810107  0.30
C 1.670468 6.991801 8.516186  -0.34
Br 0.521702 8.128889 9.574500  -0.02
Br 0.651972 5.776168 7.412536  0.00
Br 2.931660 8.018326 7.472540  0.00
H 2.246009 6.388128 9.207757  0.35
C -6.500923 11.987922 6.486510  -0.38
Br -6.340668 10.263429 7.344708  -0.01
Br -4.947352 13.092643 6.797258  -0.01
Br -6.890227 11.814760 4.601804  0.00
H -7.346071 12.491838 6.940248  0.37
C 18.338444 -2.120666 0.619201  -0.29
Br 18.807719 -2.891595 -1.089841  0.00
Br 17.936704 -3.480854 1.931566  -0.01
Br 19.691294 -0.893441 1.245664  -0.02
H 17.431863 -1.545879 0.469372  0.32

Forces on atoms 1 to 2 (eV/Å):
C 0.17 1.04 -0.99
C -0.51 -0.36 1.08


Density functional theory data (ωB97M-V with the def2-TZVPD basis set) for a molecular structure, C32H40CdClN2O2SeSi.

Total charge: -1
Relative energy (zero: lowest compared OMol25 entry of this formula, charge and spin) (eV): 0.062
LUMO level (eV): 2.56
Gap between HOMO and LUMO (eV): 6.44

Each line ends with the Mulliken charge.
Cartesian coordinates (Å):
Cd -0.116468 0.967630 0.454532  2.71
C 0.482159 2.232486 -2.061233  1.06
C 1.572574 1.619561 -2.640443  0.74
C 2.684570 1.718827 -1.736294  0.85
C 2.271445 2.374436 -0.595263  0.49
C 0.862647 2.689495 -0.737088  -0.20
C 0.273793 3.942293 -0.122887  -1.71
C 3.089762 2.767710 0.598801  -1.76
C 4.056112 1.205276 -2.064352  -1.93
C 1.640865 0.942337 -3.975978  -1.75
C -0.856893 2.496364 -2.684012  -1.42
H 0.509974 4.018645 0.940598  0.31
H -0.813892 3.964425 -0.215255  0.32
H 0.663045 4.844800 -0.615674  0.31
H 2.670127 2.368835 1.528231  0.17
H 3.134349 3.856861 0.712773  0.34
H 4.118045 2.409393 0.517800  0.40
H 4.722720 1.230142 -1.200155  0.41
H 4.532065 1.804014 -2.848713  0.41
H 4.029990 0.173889 -2.435009  0.35
H 2.083755 -0.055354 -3.903680  0.29
H 2.248972 1.507910 -4.691061  0.41
H 0.648917 0.815606 -4.413322  0.33
H -1.671025 2.320172 -1.977276  -0.04
H -1.027951 1.850566 -3.546958  0.42
H -0.938094 3.533963 -3.029370  0.34
Cl 0.199160 -3.259794 -5.743731  -0.29
C -0.251339 -2.355949 -4.313684  0.16
C -1.462174 -1.659967 -4.287082  -0.82
C -1.820057 -0.954197 -3.167892  -0.59
C -0.996902 -0.883896 -2.003356  -0.37
O -1.408284 -0.237129 -0.980215  -0.49
C 0.245304 -1.591461 -2.074666  0.90
C 1.197460 -1.648499 -0.990446  -0.81
N 1.129400 -1.020173 0.119098  0.58
C 2.129726 -1.210151 1.087913  -0.98
C 3.406881 -0.757572 0.898088  -0.16
C 4.358339 -0.829228 1.938538  -0.93
C 4.018625 -1.337640 3.156985  -1.00
C 2.709329 -1.831113 3.378559  1.55
C 2.290780 -2.365887 4.616533  -0.89
C 1.018344 -2.835632 4.747076  -0.52
C 0.164024 -2.792712 3.624009  -0.36
N 0.505587 -2.304688 2.463878  -0.33
C 1.758201 -1.796430 2.335231  0.63
C 0.578483 -2.321974 -3.225279  -0.93
H -2.109845 -1.682267 -5.154687  0.42
H -2.751834 -0.402592 -3.140751  0.35
H 2.040038 -2.334598 -1.146253  0.28
H 3.651743 -0.287372 -0.044593  0.52
H 5.356449 -0.446601 1.765157  0.38
H 4.734631 -1.364704 3.969992  0.39
H 2.987207 -2.387477 5.447071  0.39
H 0.657055 -3.239200 5.683663  0.38
H -0.847114 -3.181408 3.704874  0.42
H 1.518607 -2.861579 -3.250793  0.39
C -0.841023 3.066006 5.573988  -1.17
Si -1.489499 2.569265 3.874412  0.63
C -1.777262 4.140855 2.894506  -0.96
C -3.188213 1.803080 4.161310  -1.01
Se 0.016759 1.119674 3.054645  -0.88
H -1.533298 3.751731 6.072181  0.32
H 0.128394 3.559302 5.481986  0.26
H -0.708557 2.188170 6.209388  0.27
H -2.510357 4.757216 3.425144  0.43
H -2.167957 3.916752 1.901863  0.12
H -0.859466 4.719704 2.780961  0.28
H -3.777821 2.473164 4.795727  0.42
H -3.111235 0.835455 4.660645  0.25
H -3.727495 1.665082 3.224227  0.17
C -4.518624 0.756512 -0.642352  -1.67
C -3.442176 0.831701 0.409259  1.14
C -3.299797 -0.366776 1.308320  -0.88
O -2.741691 1.817947 0.517489  -0.61
H -5.500447 0.733027 -0.162564  0.47
H -4.403477 -0.167802 -1.209718  0.31
H -4.452349 1.615323 -1.306263  0.33
H -4.271127 -0.661096 1.712788  0.49
H -2.593830 -0.162979 2.111324  -0.07
H -2.912106 -1.185221 0.699647  0.25

Forces on atoms 1 to 2 (eV/Å):
Cd 0.03 0.12 -0.10
C -0.01 0.01 0.01


Max |F| values (in eV/Å) by entry order: 3.90, 0.16.